78
Properties=species:S:1:pos:R:3:forces:R:3 method="wB97M-V/def2-TZVPD" lumo_ev=-1.84 largest_force_ev_per_a=0.54 homo_ev=-5.608 molar_mass_g_mol=1191.1
Mo -3.4510 -0.4075 -1.0478 -0.1 -0.1 -0.1
Br 2.5605 -2.2827 2.8011 0.2 0.0 0.1
C 0.8966 -2.2372 1.8571 0.0 0.0 -0.1
C 0.5781 -3.2679 0.9697 -0.1 0.1 0.0
C -0.6149 -3.2231 0.2901 0.1 -0.1 0.0
C -1.5179 -2.1412 0.4396 -0.1 0.1 -0.1
O -2.5852 -2.1080 -0.2812 -0.1 0.0 0.1
C -1.2089 -1.1585 1.4203 0.2 -0.2 -0.1
C -2.1623 -0.1455 1.8070 -0.1 0.3 0.1
N -3.1705 0.2162 1.1082 0.2 -0.3 -0.1
C -4.1211 1.1419 1.5841 -0.3 0.3 0.2
C -4.1247 1.7286 2.8286 0.1 -0.2 -0.1
C -5.1249 2.6366 3.1994 -0.1 0.1 0.0
C -6.1306 2.9598 2.3312 0.1 0.0 0.1
C -6.1692 2.3802 1.0481 0.2 -0.2 0.0
C -7.1873 2.6672 0.1109 -0.1 0.0 -0.1
C -7.1618 2.0633 -1.1083 -0.1 0.2 0.1
C -6.1204 1.1731 -1.4084 0.2 -0.1 0.0
N -5.1630 0.8825 -0.5571 -0.2 -0.1 -0.1
C -5.1595 1.4676 0.6720 -0.1 0.1 0.1
C 0.0084 -1.2233 2.1127 -0.1 0.1 0.0
H 1.2594 -4.0959 0.8204 0.0 0.0 0.0
H -0.8911 -4.0038 -0.4069 0.0 0.0 0.0
H -1.9844 0.2979 2.7878 0.0 0.0 0.0
H -3.3611 1.4933 3.5574 0.0 0.0 0.0
H -5.0950 3.0754 4.1878 0.0 0.0 0.0
H -6.9090 3.6569 2.6142 0.0 0.0 0.0
H -7.9733 3.3610 0.3832 0.0 0.0 0.0
H -7.9216 2.2270 -1.8586 0.0 0.0 0.0
H -6.1142 0.6808 -2.3721 0.0 0.0 0.0
H 0.2319 -0.4669 2.8561 0.0 0.0 0.0
F 2.7041 -3.1184 -1.9838 0.0 0.0 0.0
C 2.4555 -1.8601 -1.5518 0.0 -0.1 0.0
C 1.2175 -1.3224 -1.7466 0.0 0.0 0.0
C 0.9687 -0.0164 -1.3346 0.2 0.0 0.0
C -0.4078 0.4601 -1.3066 -0.1 -0.1 0.2
O -1.3024 -0.3785 -1.4474 -0.2 0.0 -0.5
C -0.6062 1.8294 -0.9767 0.0 0.2 -0.1
C 0.4626 2.5704 -0.5947 0.0 -0.1 0.0
N 1.7385 2.0960 -0.4983 -0.1 0.0 0.0
C 2.7710 2.9360 0.0496 0.0 0.0 0.0
C 2.8937 4.3357 -0.4632 0.0 0.0 0.0
C 3.9316 3.3157 -0.8268 0.0 0.0 0.0
C 2.0037 0.7682 -0.8129 -0.1 0.0 0.0
C 3.2357 0.1660 -0.5428 0.0 -0.1 0.0
C 3.4574 -1.1645 -0.8734 0.1 0.2 0.2
N 4.6461 -1.7952 -0.4402 -0.1 -0.2 -0.3
C 4.6802 -3.2340 -0.2393 0.0 0.1 0.1
C 5.8057 -3.5318 0.7704 0.0 0.0 -0.1
N 6.1064 -2.2545 1.4915 0.0 0.0 0.1
C 6.7566 -1.2578 0.5746 0.0 0.1 -0.1
C 5.9483 -1.2474 -0.7410 0.0 0.0 0.1
C -1.9751 2.4715 -0.9911 -0.1 -0.1 0.3
O -2.0417 3.6772 -0.7972 0.0 0.0 -0.1
O -2.9755 1.6904 -1.1660 0.2 -0.1 -0.2
H 0.4170 -1.8963 -2.1946 0.0 0.0 0.0
H 0.3029 3.6061 -0.3258 0.0 0.0 0.0
H 2.9653 2.7677 1.1039 0.0 0.0 0.0
H 3.1482 5.1036 0.2521 0.0 0.0 0.0
H 2.2075 4.6429 -1.2395 0.0 0.0 0.0
H 4.9100 3.3878 -0.3716 0.0 0.0 0.0
H 3.9149 2.9380 -1.8400 0.0 0.0 0.0
H 4.0042 0.7139 -0.0148 0.0 0.0 0.0
H 4.8680 -3.8012 -1.1553 0.0 0.0 0.0
H 3.7234 -3.5479 0.1721 0.0 0.0 0.0
H 6.7306 -3.8477 0.2905 0.0 0.0 0.0
H 5.5093 -4.2826 1.4989 0.0 0.0 0.0
H 6.6831 -2.4177 2.3152 0.0 0.0 0.0
H 5.2020 -1.8649 1.7896 -0.1 0.0 0.0
H 7.7935 -1.5589 0.4373 0.0 0.0 0.0
H 6.7261 -0.2940 1.0794 0.0 0.0 0.0
H 6.4638 -1.8295 -1.5147 0.0 0.0 0.0
H 5.8533 -0.2282 -1.1059 0.0 0.0 0.0
Se -7.7762 -0.9117 -3.9299 0.0 0.0 0.0
Sb -5.8357 -2.1561 -3.2340 0.0 -0.1 -0.1
Se -3.7166 -0.6949 -3.4450 0.2 0.1 0.4
Se -5.4560 -2.0236 -0.7339 0.4 0.1 0.1
Se -5.2251 -4.2881 -4.1320 -0.1 0.0 0.0